Formula: H38NO17
Source: OMol25
Level of theory: ωB97M-V/def2-TZVPD

Last column: natural (NBO) charge in e.
Geometry (Å):
N (-1.6396, -0.4132, 1.1508)  -0.9210
H (-0.9858, -0.4223, 1.9367)  0.4502
H (-2.2245, 0.4212, 1.3495)  0.4652
H (-1.3344, -0.2552, 0.1942)  0.4659
H (-2.3302, -1.1755, 1.2753)  0.4763
H (-2.2484, 2.2521, 2.8298)  0.5205
H (-2.4516, 1.1490, 3.8826)  0.4871
O (-2.5300, 1.3276, 2.9396)  -0.9888
H (-1.3659, -1.8731, -2.6729)  0.4860
H (-0.0825, -1.2764, -1.9432)  0.5232
O (-0.9516, -1.7299, -1.8294)  -1.0142
H (4.2178, -1.8321, -0.2158)  0.4886
H (4.8548, -0.7976, 0.5424)  0.4696
O (4.3634, -1.6078, 0.7333)  -0.9766
H (-0.9709, -4.5021, -0.0121)  0.4842
H (-1.3889, -3.0600, -0.4929)  0.5109
O (-1.6494, -3.8206, 0.0307)  -0.9735
H (-0.6597, 1.1265, -3.2478)  0.4846
H (2.2862, -2.0960, -1.4016)  0.4870
O (-1.6042, 1.0869, -3.0591)  -0.9673
H (2.5268, 1.5422, -2.4770)  0.4791
H (2.4377, 2.6128, -1.3624)  0.4686
O (2.8905, 2.3742, -2.1710)  -0.9451
H (2.3626, -0.0629, 3.2633)  0.4917
H (3.0865, -0.3865, 1.9556)  0.4984
O (2.5539, 0.2939, 2.3968)  -0.9901
H (1.4797, 0.3130, -0.6083)  0.5000
H (3.2091, -3.2294, -0.8576)  0.4848
O (3.1512, -2.5195, -1.4833)  -0.9514
H (-1.9267, 1.9780, -3.1002)  0.4837
H (1.2110, -0.9802, 0.0426)  0.4976
O (1.0403, -0.5265, -0.8018)  -0.9761
H (-1.9090, 4.2537, 1.2018)  0.4775
H (-0.5074, 4.0405, 1.7529)  0.4926
O (-1.4367, 4.0175, 1.9960)  -0.9617
H (-3.5026, -2.9458, -0.3888)  0.5142
H (-3.8085, -1.2728, -0.5277)  0.5156
O (-3.4400, -2.0510, -0.0871)  -1.0319
H (1.1478, 3.6278, -2.7997)  0.4819
H (0.8732, 4.2958, -1.6169)  0.4629
O (0.4284, 3.6281, -2.1584)  -0.9457
H (1.5424, 2.6568, 1.3459)  0.4797
H (0.8694, 1.3994, 1.7790)  0.4993
O (0.6692, 2.2461, 1.3609)  -0.9839
H (-3.4897, 1.0745, -1.4921)  0.4878
H (-2.6351, -0.1164, -1.6981)  0.5129
O (-3.1039, 0.3511, -0.9868)  -0.9833
H (-0.4560, 0.8767, 3.2619)  0.4755
H (-0.0746, 0.1583, 4.5111)  0.4855
O (0.1667, 0.2155, 3.5838)  -0.9586
H (0.3208, 0.0705, -4.2365)  0.4904
H (1.4194, -0.8640, -3.6046)  0.5010
O (0.7888, -0.1749, -3.4344)  -0.9782
H (-0.5564, -3.0908, 1.2347)  0.4860
H (0.2709, -3.5281, 2.5299)  0.4864
O (0.0460, -2.8034, 1.9473)  -1.0051

Calculated values
- Total charge: +1
- LUMO energy: -2.6 eV
- Largest force on an atom: 2.28 eV Å⁻¹
- ΔE to the lowest compared entry with this formula, charge and spin: 24.3 kcal/mol